{"formula": "C25H29FLiN3O3Se", "method": "ωB97M-V/def2-TZVPD", "total_energy_ev": -105275.011, "homo_lumo_gap_ha": 0.08321, "relative_energy_ev": 0.000, "symbols": ["Li", "C", "C", "N", "C", "C", "C", "O", "O", "C", "O", "C", "C", "C", "F", "C", "C", "C", "N", "C", "C", "N", "C", "C", "H", "H", "H", "H", "H", "H", "H", "H", "H", "H", "H", "H", "H", "H", "H", "H", "H", "H", "C", "C", "C", "C", "C", "C", "Se", "C", "C", "C", "H", "H", "H", "H", "H", "H", "H", "H", "H", "H", "H"], "xyz": [[2.738, -1.056, 0.103], [-4.973, -1.543, -1.094], [-4.111, -1.445, 0.139], [-2.753, -0.919, -0.223], [-1.717, -1.845, -0.100], [-0.374, -1.588, 0.040], [0.627, -2.720, -0.114], [0.151, -3.780, -0.620], [1.769, -2.558, 0.360], [0.149, -0.201, 0.095], [1.336, 0.113, 0.229], [-0.988, 0.722, -0.031], [-0.632, 2.031, 0.230], [-1.596, 3.032, 0.158], [-1.104, 4.346, 0.155], [-2.990, 2.752, -0.096], [-3.337, 1.396, -0.384], [-2.371, 0.385, -0.228], [-3.972, 3.777, -0.116], [-4.953, 3.829, -1.209], [-6.027, 4.754, -0.785], [-5.460, 6.121, -0.514], [-4.728, 6.054, 0.757], [-3.613, 5.017, 0.593], [-5.878, -2.086, -0.868], [-4.377, -2.137, -1.788], [-5.216, -0.583, -1.618], [-3.989, -2.467, 0.577], [-4.428, -0.800, 0.915], [-2.054, -2.865, -0.180], [0.361, 2.301, 0.574], [-4.322, 1.155, -0.752], [-5.349, 2.836, -1.433], [-4.395, 4.094, -2.114], [-6.554, 4.348, 0.105], [-6.762, 4.858, -1.560], [-6.209, 6.893, -0.555], [-4.861, 6.351, -1.315], [-5.417, 5.785, 1.556], [-4.276, 6.993, 1.059], [-3.250, 4.726, 1.601], [-2.745, 5.556, 0.125], [7.370, -5.611, 1.816], [6.760, -4.461, 1.083], [5.778, -4.726, 0.149], [5.076, -3.694, -0.519], [3.973, -4.081, -1.408], [5.472, -2.328, -0.322], [4.803, -0.947, -1.329], [6.526, -2.057, 0.589], [7.086, -0.688, 0.908], [7.139, -3.119, 1.265], [6.776, -6.509, 1.559], [7.308, -5.388, 2.931], [8.473, -5.892, 1.593], [5.452, -5.703, -0.165], [4.022, -5.144, -1.717], [3.819, -3.417, -2.268], [3.075, -4.064, -0.777], [6.302, 0.008, 1.125], [7.674, -0.197, 0.119], [7.772, -0.730, 1.798], [7.996, -2.881, 1.896]]}